1.
# C25H25Br2N3O2OsS

A molecular structure, C25H25Br2N3O2OsS (ωB97M-V/def2-TZVPD, OMol25).

Computed properties:
Orbital gap (spin up / spin down)   0.2922 / 0.2157 hartree
Expectation value of S²   6.04
Charge   +2
E_LUMO (spin up / spin down)   -5.98 / -8.43 eV
Molecular weight   781.60 g/mol
2S+1   5
Energy relative to the best compared isomer or geometry (same formula, charge and spin)   103.6 kcal/mol

The geometry in XYZ format:
```
59
C25H25Br2N3O2OsS | OMol25 | ωB97M-V/def2-TZVPD
Os 0.628 1.457 -0.725
Br 2.411 3.190 -0.919
Br 4.926 1.187 -0.842
S -1.999 2.313 -0.610
O -2.924 2.483 -1.667
O -0.769 3.116 -0.584
N -1.249 0.799 -0.726
N 1.547 -0.205 1.161
N 0.272 -1.248 -1.634
C 2.058 -2.447 -2.807
C 1.194 -0.198 -1.858
C 1.217 -3.446 0.142
C 0.448 -0.763 1.949
C -2.473 2.879 3.321
C -1.919 2.650 2.074
C 2.093 -2.299 -0.300
C -4.681 2.724 2.365
C -4.133 2.504 1.110
C 1.610 -1.712 -1.620
C -1.793 -0.433 -0.777
C 2.492 -1.266 0.778
C -3.463 -2.113 -0.350
C -3.854 2.918 3.462
C 1.657 -0.567 -4.272
C 1.378 0.263 -3.248
C -1.138 -2.807 -0.486
C -2.756 2.469 0.987
C 4.401 3.017 -0.731
C -0.095 -3.701 -0.051
C -3.120 -0.775 -0.529
C 2.271 0.770 1.987
C -0.842 -1.505 -0.979
C 1.994 -1.937 -4.050
C -2.490 -3.100 -0.255
H -4.496 -2.370 -0.185
H 1.715 -0.182 -5.278
H -1.836 3.049 4.177
H -5.752 2.766 2.479
H 1.595 1.563 2.305
H -4.286 3.120 4.430
H 4.673 3.431 0.241
H 3.096 1.192 1.423
H 2.767 -1.838 1.674
H 1.775 -4.220 0.657
H -2.772 -4.102 0.033
H -0.457 -4.654 0.312
H -4.750 2.400 0.232
H 0.814 -1.175 2.899
H 3.061 -2.766 -0.525
H -0.040 -1.565 1.405
H 2.479 -3.427 -2.635
H 1.284 1.329 -3.437
H 4.850 3.583 -1.546
H -3.859 0.008 -0.462
H -0.295 0.002 2.167
H 3.389 -0.775 0.403
H 2.685 0.290 2.881
H -0.846 2.659 1.927
H 2.305 -2.530 -4.894
```



2.
# C6H9ClN4O2

C6H9ClN4O2 in the gas phase (ωB97M-V/def2-TZVPD, OMol25).

Computed properties:
Orbital gap   0.2308 hartree
E_LUMO   -0.57 eV
Molecular weight   204.62 g/mol
Energy relative to the best compared isomer or geometry (same formula, charge and spin)   59.2 kcal/mol

The geometry in XYZ format:
```
22
C6H9ClN4O2 | OMol25 | ωB97M-V/def2-TZVPD
Cl -1.644 2.628 0.765
O 1.868 -2.364 -0.071
O -0.656 -1.163 -2.376
N 0.134 -1.069 0.840
N 0.241 2.196 -1.351
N 1.283 -0.468 -1.164
N 0.522 1.174 0.731
C -0.501 -2.256 1.383
C -0.350 1.124 -2.055
C 1.163 -1.385 -0.167
C -0.031 -0.192 -1.937
C 0.074 2.337 0.073
C -0.222 0.141 1.070
H 1.980 -0.927 -1.754
H 0.547 3.220 0.406
H 0.224 -2.820 1.922
H -0.883 -2.805 0.481
H -0.120 3.034 -1.978
H 1.435 0.900 0.263
H -1.315 -1.969 1.927
H -1.236 0.307 1.275
H -1.145 1.513 -2.700
```



3.
# C26H28ClN3O4S

C26H28ClN3O4S in the gas phase (ωB97M-V/def2-TZVPD, OMol25).

Computed properties:
Orbital gap   0.3005 hartree
E_LUMO   0.52 eV
SMILES   COc1cccc(CN(C)C(=O)c2cc(S(=O)(=O)N3CCN(c4ccccc4)CC3)ccc2Cl)c1
Molecular weight   514.05 g/mol
Energy relative to the best compared isomer or geometry (same formula, charge and spin)   4.7 kcal/mol

The geometry in XYZ format:
```
63
C26H28ClN3O4S | OMol25 | ωB97M-V/def2-TZVPD
Cl -3.790 -4.043 -0.822
S 1.111 -0.354 0.398
O -2.300 0.229 2.822
O -2.358 -2.292 -3.755
O 1.094 -0.072 1.805
O 1.071 0.735 -0.532
N 2.388 -1.397 0.081
N -3.964 -1.172 -2.622
N 4.238 0.463 -0.080
C -1.659 1.590 0.902
C -0.944 -1.286 -1.155
C 3.475 1.727 1.871
C 3.469 2.739 -0.294
C -3.348 -0.117 0.773
C -2.811 -1.865 -2.710
C -2.406 0.593 1.520
C -4.741 -0.960 -3.823
C -3.537 0.148 -0.570
C 4.632 -0.658 0.739
C 3.413 -1.537 1.096
C 3.705 1.613 0.499
C 2.707 3.991 1.608
C -0.649 -2.387 0.964
C -2.806 1.167 -1.173
C -0.265 -1.437 0.035
C -1.727 -3.208 0.693
C -2.430 -3.036 -0.493
C 2.967 3.902 0.251
C 2.928 -1.265 -1.255
C -1.875 1.873 -0.436
C -1.340 0.882 3.628
C -2.067 -2.060 -1.414
C 2.979 2.898 2.411
C -4.518 -0.667 -1.376
C 3.776 0.025 -1.382
H 2.955 -1.228 2.035
H -5.371 -0.037 -1.645
H -2.954 1.389 -2.219
H 3.696 -2.594 1.166
H -1.424 0.420 4.610
H 3.686 2.711 -1.351
H 4.642 -0.163 -2.031
H -4.199 -1.404 -4.656
H -5.719 -1.437 -3.733
H -0.903 2.136 1.439
H -2.038 -3.965 1.395
H -3.909 -0.894 1.270
H 5.348 -1.243 0.151
H 3.526 -2.159 -1.457
H -4.877 0.108 -4.006
H -4.896 -1.496 -0.767
H 2.793 2.948 3.475
H 2.088 -1.242 -1.948
H -0.107 -2.463 1.892
H 3.159 0.804 -1.822
H 3.653 0.898 2.537
H -0.331 0.736 3.234
H 5.142 -0.305 1.635
H -1.556 1.952 3.711
H -0.622 -0.532 -1.855
H 2.307 4.899 2.033
H -1.290 2.648 -0.906
H 2.782 4.751 -0.391
```



4.
# C9H72NO28

A molecular structure, C9H72NO28 (ωB97M-V/def2-TZVPD, OMol25).

Computed properties:
Orbital gap   0.1761 hartree
Charge   -1
E_LUMO   1.13 eV
Molecular weight   642.65 g/mol
Energy relative to the best compared isomer or geometry (same formula, charge and spin)   1065.1 kcal/mol

The geometry in XYZ format:
```
110
C9H72NO28 | OMol25 | ωB97M-V/def2-TZVPD
O 0.382 0.171 -4.324
O 2.261 3.196 -0.763
O 4.327 -1.433 1.444
O -0.164 2.099 2.871
O 0.462 3.899 -0.111
O -0.090 -3.125 -0.262
O -1.642 3.666 0.263
O 0.805 -1.401 3.479
O 4.234 0.990 0.137
O -1.579 0.170 3.511
O -0.297 -1.829 -2.926
O -1.564 3.250 -2.562
O -0.489 -1.570 1.636
O 3.669 0.732 -2.506
O -2.358 -2.101 2.247
O -3.567 1.443 2.381
O -0.863 -3.560 2.321
O 1.088 -3.998 1.282
O 3.425 -3.261 0.213
O -2.855 -3.102 -1.715
O 1.084 -3.301 -2.040
O -1.686 1.065 -3.921
O 3.096 2.076 3.201
O 1.312 3.216 1.828
O -4.077 -1.620 0.898
O -2.254 -3.314 0.248
O 0.258 2.259 -3.616
O -3.809 2.584 0.418
N -0.155 -0.870 0.384
C 0.552 1.215 -1.565
C -1.741 1.109 0.620
C 1.261 -0.297 0.355
C 1.624 0.335 -1.018
C 1.552 0.677 1.548
C -1.234 -0.096 -0.286
C 2.243 -1.451 0.539
C -2.547 -0.916 -0.522
C -0.722 0.495 -1.601
H 1.991 -3.841 1.008
H -3.000 3.084 0.314
H 1.940 -0.439 -1.716
H 3.458 -2.512 -0.383
H -1.878 -1.429 1.764
H 3.449 -2.872 1.087
H -0.001 -2.172 -0.251
H 2.159 -2.310 -0.126
H 0.765 1.523 -2.589
H 4.609 0.817 -2.663
H -3.509 -2.438 -1.501
H 0.415 -2.811 -2.518
H -1.856 0.124 -3.885
H 0.421 3.131 -3.976
H 0.269 4.161 -1.011
H 2.001 2.297 -0.962
H -4.277 -1.027 0.174
H -1.407 -2.788 2.170
H -1.618 3.339 1.162
H -2.151 -0.576 3.688
H 2.444 1.787 3.840
H -1.266 0.026 2.618
H 0.555 -3.626 0.578
H 1.365 3.582 -0.142
H -1.481 1.248 -1.814
H 4.213 -2.097 2.123
H 3.045 3.342 -1.292
H -0.025 -0.570 -3.876
H 1.114 1.964 -3.307
H -1.942 0.831 1.655
H -3.548 1.803 0.906
H 0.812 3.543 1.081
H 1.517 -0.770 3.585
H 3.247 -1.145 0.245
H 4.626 1.638 0.723
H 2.501 0.968 -0.884
H -2.948 -3.235 -2.659
H 2.582 2.448 2.485
H 0.735 -3.380 -1.152
H -3.228 -0.531 -1.281
H -2.156 2.544 -2.303
H -3.260 -2.024 1.935
H -0.938 2.833 -3.153
H 0.422 -1.190 2.628
H -0.722 3.774 0.022
H -2.697 1.514 0.288
H -0.822 -0.116 -2.497
H 1.323 0.028 -4.219
H 3.604 0.160 -1.742
H -2.665 -2.616 0.758
H -0.733 1.135 -3.970
H -2.182 -1.830 -0.991
H -4.790 -2.259 0.888
H 0.914 1.542 1.367
H 1.321 0.201 2.501
H -0.092 -3.422 1.770
H -1.072 1.822 2.742
H 2.226 -1.865 1.547
H 4.201 -0.600 1.899
H -2.612 -3.210 -0.633
H -1.030 -3.279 -0.162
H -0.286 -2.082 -3.849
H 0.437 2.169 -1.050
H -3.182 2.253 2.716
H 3.338 1.300 0.002
H -2.965 -1.155 0.456
H -1.216 -1.631 -2.743
H 0.275 1.325 3.223
H -1.035 1.939 0.651
H 0.716 2.611 2.270
H -2.977 0.753 2.682
H 2.616 0.887 1.663
```



5.
# H2N2O2

2 unconnected molecules or ions with the total composition H2N2O2 (ωB97M-V/def2-TZVPD, OMol25).

Computed properties:
Orbital gap   0.2324 hartree
Charge   -2
E_LUMO   7.39 eV
Molecular weight   62.03 g/mol
Energy relative to the best compared isomer or geometry (same formula, charge and spin)   11.7 kcal/mol

The geometry in XYZ format:
```
6
H2N2O2 | OMol25 | ωB97M-V/def2-TZVPD
O -1.864 -1.260 3.979
O -1.089 0.819 4.110
N 1.434 -0.164 -4.027
N -1.217 -0.327 4.693
H 0.764 0.561 -3.824
H 1.972 0.371 -4.931
```



Number 1: F_max 2.65 eV Å⁻¹. Number 2: F_max 3.49 eV Å⁻¹. Number 3: F_max 0.97 eV Å⁻¹. Number 4: F_max 10.55 eV Å⁻¹. Number 5: F_max 4.10 eV Å⁻¹.